[1]
65
Properties=species:S:1:pos:R:3:mulliken_charge:R:1 method="wB97M-V/def2-TZVPD" e_above_lowest_kcal_mol=0.0 orbital_gap_ev="5.0507 / 7.2171" spin_multiplicity=8 total_charge=+2 homo_ev="-14.231 / -14.248"
H 3.982 -3.432 -3.696 0.42
H -1.131 1.038 -4.480 0.48
Gd 0.513 -0.953 0.815 0.56
H -2.604 -4.145 0.317 -0.11
H -0.081 3.480 5.979 0.38
C -3.592 -1.582 4.300 -1.18
O -1.156 -1.565 3.995 -0.34
H -3.283 -3.837 0.418 0.10
C 0.217 1.521 0.889 0.35
C -0.247 1.308 5.750 -0.27
H -4.398 -1.956 -2.198 0.41
H 4.413 0.386 2.924 0.41
C 3.431 -2.023 -2.165 -0.88
H 0.605 2.840 4.483 0.18
C 2.038 -2.568 -4.086 -0.70
C 1.685 2.060 -3.184 -0.36
O 1.328 -1.107 2.902 -0.13
H 2.709 -0.448 -0.875 1.20
C -0.383 2.949 -2.266 -0.13
H -3.252 0.444 -5.611 0.42
H 2.824 -0.875 4.331 0.32
C 2.770 -0.930 3.242 -0.28
C 1.134 4.396 -3.460 -0.49
C -1.536 -0.164 -2.715 0.21
H -1.294 2.796 -1.687 0.41
H -2.446 -2.892 3.020 0.26
H -4.546 -1.656 3.775 0.37
H 4.328 -2.188 -1.559 0.42
C -2.463 -1.027 -2.092 -0.31
H 2.840 1.192 2.786 0.21
P 0.001 0.250 -1.810 1.08
H 3.206 -1.886 2.920 0.34
C 3.391 0.275 2.555 -0.87
C -3.675 -1.319 -2.710 -0.65
H 2.957 3.483 -4.176 0.43
C 1.054 -1.685 -3.625 -0.45
C 2.484 -1.085 -1.744 -0.99
C -0.059 4.210 -2.759 -0.78
H 0.109 -1.591 -4.165 0.39
C -1.832 0.367 -3.982 -0.12
Cl 0.094 -3.311 0.257 -0.32
C 3.221 -2.733 -3.351 -0.57
H -3.616 -2.311 5.116 0.33
H 3.463 0.158 1.465 0.27
C 2.010 3.329 -3.661 -0.69
O 0.113 2.668 0.988 -0.18
C -3.035 0.041 -4.618 -0.73
H 1.394 5.386 -3.818 0.41
H 1.879 -3.134 -5.013 0.42
H -0.738 5.043 -2.582 0.43
O 0.412 0.296 4.854 -0.30
H -4.904 -1.031 -4.450 0.41
P -0.235 -0.276 3.477 0.70
C 0.472 1.859 -2.504 0.45
C 0.466 2.633 5.554 -0.89
H -2.561 -1.190 2.443 0.23
H 1.440 2.592 6.061 0.29
C 1.276 -0.919 -2.469 0.64
C -3.954 -0.795 -3.978 -0.51
H -3.522 -0.579 4.723 0.27
H -1.315 1.358 5.510 0.29
C -2.461 -1.840 3.331 -0.03
H -0.099 0.915 6.758 0.30
H -2.217 -1.469 -1.123 0.08
H 2.377 1.231 -3.325 0.39

***

[2]
77
Properties=species:S:1:pos:R:3:mulliken_charge:R:1 method="wB97M-V/def2-TZVPD" e_above_lowest_kcal_mol=4.8 orbital_gap_ev=6.6215 total_charge=-2 homo_ev=-2.602
H 0.526 -0.778 -2.142 0.91
H -5.413 -1.302 4.240 0.25
C 1.443 -4.008 -1.742 -0.32
C 3.020 0.862 1.224 0.28
H 5.846 -1.335 -4.020 0.26
N -1.643 4.102 -0.540 0.27
H 2.665 -0.363 -1.648 -0.96
S -4.292 4.167 0.160 -0.46
C 5.169 -1.669 -4.807 -1.08
H -2.910 3.714 -2.118 0.27
C -0.183 -3.261 -0.167 -0.24
H -4.667 0.424 0.374 0.16
H -4.363 0.839 2.081 0.07
N -1.980 4.157 1.587 0.06
H -6.849 -2.162 0.362 0.31
C -2.629 4.136 0.396 -0.18
O 2.069 2.258 -1.290 -0.92
N 0.101 -0.416 5.023 -0.72
N 0.849 0.272 1.370 0.60
C -5.815 -2.509 0.454 -1.03
C -0.609 4.117 1.401 -0.87
H 5.067 -2.753 -4.747 0.27
Cl -3.161 -0.057 -2.038 -0.77
O 4.399 2.078 -0.308 -0.63
C 3.529 -0.696 -2.216 0.38
C 4.419 -1.565 -1.337 -1.10
H -1.259 3.082 -2.305 0.24
H -0.861 -3.427 0.662 0.05
O 5.342 1.145 1.468 -0.69
H 3.501 -0.078 3.190 0.56
C -4.981 0.240 1.407 -0.84
C 0.598 -1.778 -1.725 -0.67
H 1.008 -0.590 3.204 0.08
Se -2.811 -2.321 2.068 -0.71
H -1.580 4.834 -2.505 0.28
H 2.071 -4.770 -2.186 0.47
C -5.877 -1.856 3.422 -1.06
H 5.623 -1.418 -5.768 0.40
C -0.400 4.104 0.073 -0.46
O 0.062 1.329 -0.974 -0.45
C 1.247 1.541 -0.660 1.00
C 2.813 0.173 2.402 -1.25
Sr -1.731 0.010 0.340 0.76
C -1.553 2.582 5.842 0.05
H 4.750 -0.999 -0.465 0.33
H 0.081 4.087 2.224 0.41
C 2.309 -2.455 -3.477 0.52
C -1.376 1.679 4.756 0.46
H -5.878 -2.914 3.694 0.25
H 3.461 2.178 -0.729 0.37
H -5.822 -3.585 0.646 0.26
N -1.930 1.993 3.585 -0.50
N 3.092 -1.345 -3.457 0.34
N -0.201 -2.034 -0.688 0.67
N 1.517 -0.159 2.439 -0.09
C 1.736 0.901 0.616 0.19
O 2.272 -3.217 -4.437 -0.70
H -6.914 -1.521 3.316 0.33
H 3.898 0.078 -4.713 0.43
H 3.171 -1.317 -5.514 0.44
H 3.874 -2.442 -0.982 0.17
C 1.451 -2.726 -2.276 -0.10
H 0.584 -5.260 -0.215 0.43
C -1.856 3.927 -1.964 -0.83
Si -4.903 -1.595 1.824 0.64
H -2.446 3.926 2.453 0.36
N -1.678 3.303 6.733 -0.58
H -5.306 -2.329 -0.496 0.24
C -0.574 0.513 4.922 0.25
C 0.621 -4.278 -0.665 -1.05
H 4.057 0.212 -2.508 0.54
H 0.509 4.061 -0.501 0.85
O -1.747 1.189 2.643 0.29
C 4.349 1.376 0.807 0.40
H 5.302 -1.907 -1.878 0.36
C 3.801 -1.009 -4.683 -0.68
H -6.006 0.617 1.485 0.44

***

no.,energy (eV)
1,-86554.729
2,-149567.870